Record 1
A gas-phase ion, C5H8NO (charge +1). Source: the OMol25 dataset; level of theory: wB97M-V/def2-TZVPD.

Geometry (Å):
C (0.75731, -0.63018, -1.79471)
C (0.33373, 0.68604, -1.65202)
C (0.66903, -1.58733, -0.88470)
C (-0.23684, 1.13881, -0.35226)
C (-0.61200, 0.41305, 1.98278)
N (-0.39006, 0.18801, 0.66050)
O (0.31875, -2.57110, -0.15985)
H (1.28580, -0.86428, -2.78477)
H (0.72215, 1.37583, -2.40759)
H (0.17015, 2.19344, -0.01059)
H (-1.34158, 1.12944, -0.65344)
H (-1.70350, 0.15852, 2.09868)
H (-0.44445, 1.40194, 2.43959)
H (-0.12890, -0.34295, 2.75264)
H (0.60041, -2.68925, 0.76574)

The value obtained for the LUMO energy (spin up / spin down) is -5.4 / -5.7 eV. Its spin multiplicity is 3. The value obtained for the HOMO-LUMO gap (spin up / spin down) is 7.09 / 8.36 eV. As for the expectation value of S²: 2.03. The charge is +1.

Record 2
A gas-phase ion, C5H8NO2 (charge -1). Source: the OMol25 dataset; level of theory: wB97M-V/def2-TZVPD.

Geometry (Å):
C (2.59920, -0.73356, -0.19441)
C (1.50426, -0.22252, -0.70191)
C (-0.50010, 1.28754, 0.47089)
C (-1.77500, 0.79358, -0.20934)
C (0.02231, -0.17728, 0.33677)
N (-1.12239, -0.44845, -0.66272)
O (-1.77002, -1.62725, -0.23108)
O (0.05939, -0.96863, 1.32964)
H (3.55211, -0.80861, -0.71616)
H (2.57535, -1.13588, 0.80832)
H (1.39338, 0.20316, -1.68726)
H (0.05701, 2.02775, -0.09964)
H (-0.61500, 1.61619, 1.50383)
H (-2.59397, 0.60799, 0.49652)
H (-2.15567, 1.38525, -1.05174)
H (-1.23086, -1.79927, 0.60830)

The value obtained for the LUMO energy (spin up / spin down) is 4.2 / 2.2 eV. Its spin multiplicity is 3. The value obtained for the HOMO-LUMO gap (spin up / spin down) is 3.08 / 6.53 eV. As for the expectation value of S²: 2.01. The charge is -1.

Record 3
A gas-phase ion, C5H8NO2 (charge +1). Source: the OMol25 dataset; level of theory: wB97M-V/def2-TZVPD.

Geometry (Å):
C (-1.03579, 1.29490, 0.02933)
C (0.28106, -0.76980, 0.55102)
C (-0.71960, -1.83818, 0.07537)
C (0.20600, 0.59408, -0.35881)
C (1.40489, 1.52403, -0.19620)
N (-2.02633, -1.42297, -0.21697)
O (-1.68620, 2.16822, 0.31254)
O (-2.33633, -0.27543, -0.13982)
H (0.22774, -0.52672, 1.59354)
H (1.35524, -1.30579, 0.47507)
H (-0.21543, -2.38680, -0.74549)
H (-0.74821, -2.73225, 0.75289)
H (0.16894, 0.47083, -1.40849)
H (1.33784, 2.09415, 0.68161)
H (1.43004, 2.14896, -1.14865)
H (2.35613, 0.96278, -0.25695)

The value obtained for the LUMO energy (spin up / spin down) is -4.6 / -6.6 eV. Its spin multiplicity is 3. The value obtained for the HOMO-LUMO gap (spin up / spin down) is 8.56 / 10.13 eV. As for the expectation value of S²: 2.01. The charge is +1.

Record 4
A gas-phase ion, C5H8NO2S (charge +1). Source: the OMol25 dataset; level of theory: wB97M-V/def2-TZVPD.

Geometry (Å):
N (-2.78937, -0.11352, -0.77531)
C (-1.78602, -0.38129, -0.02201)
C (-1.31177, -0.52628, 1.29736)
C (-0.40482, 0.15248, 0.16997)
O (-0.51686, 1.50511, -0.01648)
C (0.83228, -0.41490, -0.44194)
C (2.15224, 0.23969, -0.07111)
O (2.28942, 1.41614, 0.05541)
S (3.62270, -0.78575, -0.02574)
H (-3.71723, 0.00195, -0.46327)
H (-2.75919, -0.02924, -1.77245)
H (-0.80406, -1.45119, 1.56892)
H (-1.52530, -0.03061, 2.29237)
H (0.30933, 2.06152, 0.21438)
H (1.01249, -1.57462, -0.31212)
H (0.85028, -0.25783, -1.46496)
H (4.54586, 0.18834, -0.23304)

The value obtained for the LUMO energy is -5.3 eV. The SMILES is [NH2+]=C1C[C@@]1(O)CC(=O)S. The value obtained for the HOMO-LUMO gap is 7.97 eV. The charge is +1.

Per-record ΔE to the lowest compared entry with this formula, charge and spin, eV: 2.024 1.081 0.000 2.261
Per-record M, g mol⁻¹: 98.12 114.12 114.12 146.19